(1)
{"formula": "C3H5O3", "method": "the ωB97M-V functional and the def2-TZVPD basis", "elements": ["C", "C", "O", "H", "H", "H", "H", "O", "C", "O", "H"], "positions_angstrom": [[2.4061, 0.2790, 0.9865], [1.2114, 0.4680, 0.3417], [0.1383, -0.1588, 0.7417], [3.2549, 0.6717, 0.4289], [2.4606, 0.0109, 2.0441], [1.1266, 0.9594, -0.6219], [-0.8623, -0.6178, 0.3915], [-1.9464, -1.0242, -0.0549], [-2.5184, -0.4283, -1.0434], [-2.6626, 0.7840, -1.1802], [-2.6084, -0.9440, -2.0341]], "atomic_forces_ev_per_a": [[-0.5, 1.5, -0.9], [0.0, -2.5, 0.6], [-0.3, 0.1, 1.3], [0.2, 0.2, 0.6], [0.1, -0.4, -0.6], [0.3, 0.3, -0.3], [0.2, 1.3, -0.7], [-1.0, -1.0, -0.5], [2.4, 1.3, -0.7], [-0.7, 0.1, 0.5], [-0.6, -1.0, 0.7]], "homo_ha": -0.14092, "total_charge": -1, "energy_ha": -343.0437}

(2)
{"formula": "C9H14", "method": "the ωB97M-V functional and the def2-TZVPD basis", "elements": ["C", "C", "C", "C", "C", "C", "C", "H", "H", "H", "H", "H", "H", "H", "H", "C", "C", "H", "H", "H", "H", "H", "H"], "positions_angstrom": [[-0.2301, -0.7579, 2.4462], [-0.8481, 0.0505, 1.3395], [-1.6273, -0.5975, 0.3623], [-2.0793, 0.1297, -0.7189], [-1.6942, 1.4442, -0.9292], [-0.6643, 1.9704, -0.1544], [-0.3804, 1.3191, 1.0411], [-0.9077, -1.2802, 3.1296], [0.3990, -0.1223, 3.0511], [0.3396, -1.5899, 2.0244], [-1.9205, -1.6116, 0.6053], [-2.7186, -0.3652, -1.4398], [-2.1670, 2.0832, -1.6626], [-0.3146, 2.9731, -0.3588], [0.2326, 1.8132, 1.7912], [1.8980, 0.0613, -1.3278], [1.7628, -1.4603, -1.3229], [1.5213, 0.5318, -2.2265], [1.2657, 0.5223, -0.5690], [2.8390, 0.4606, -0.9532], [1.7169, -1.8518, -2.3441], [0.8763, -1.8352, -0.8194], [2.7012, -1.8875, -0.9639]], "atomic_forces_ev_per_a": [[-0.4, -0.3, 0.4], [0.3, -0.9, -1.1], [0.2, 0.7, 1.2], [-0.6, -0.6, -0.4], [0.9, 0.2, -0.1], [-1.8, 0.3, 0.8], [0.6, 0.4, 0.5], [-0.4, 0.4, -0.1], [0.4, 0.0, 0.2], [0.3, 0.3, -0.1], [-0.1, -0.1, -0.5], [-0.3, 0.1, 0.1], [0.2, -0.3, -0.4], [0.2, 0.0, 0.1], [0.2, -0.1, -0.2], [-1.0, 0.6, 1.2], [0.9, 0.0, -0.9], [0.5, 0.1, -0.4], [-0.4, -0.5, 0.0], [0.5, -0.3, -0.9], [-0.2, 0.2, 0.0], [0.2, 0.0, 0.3], [-0.4, -0.3, 0.5]], "homo_ha": -0.32949, "total_charge": 0, "energy_ha": -351.3009}

(3)
{"formula": "C5H10ClN2OP", "method": "the ωB97M-V functional and the def2-TZVPD basis", "elements": ["C", "C", "C", "C", "O", "P", "N", "Cl", "H", "H", "H", "H", "H", "H", "H", "H", "H", "C", "N", "H"], "positions_angstrom": [[2.0985, 0.3361, 1.0043], [1.6751, 0.3004, -0.3431], [2.3830, 1.0547, -1.4503], [0.6589, -0.3903, -0.8337], [-0.1400, -1.2717, -0.0464], [-1.7961, -1.2580, 0.0904], [-1.7484, -2.4374, 1.3237], [-2.4949, -2.1048, -1.6808], [1.1471, 0.5690, 1.6053], [2.3279, -0.5934, 1.3345], [2.7980, 1.1570, 1.1531], [2.0050, 2.0119, -1.2148], [2.1784, 0.7488, -2.5362], [3.4821, 1.0416, -1.1674], [0.1930, -0.0808, -1.7607], [-2.6572, -2.7771, 1.4508], [-1.0019, -3.1807, 1.3864], [-3.7011, 2.2501, 0.5824], [-4.2470, 3.1726, 0.8981], [-3.1603, 1.4519, 0.2041]], "atomic_forces_ev_per_a": [[-2.3, 3.2, 1.9], [-1.0, -1.5, -4.3], [1.4, -0.6, 0.5], [-2.1, -0.2, 0.9], [-0.1, 0.5, -0.4], [1.8, 0.1, 1.3], [1.8, 0.2, -1.1], [0.2, -0.4, -0.2], [1.3, -0.1, -0.5], [1.6, -2.7, 1.3], [0.3, -0.5, 0.4], [0.1, 1.9, -0.6], [0.3, 0.4, 1.9], [-1.1, 0.1, -0.9], [0.3, -0.7, -0.4], [-1.4, -0.9, 0.6], [-1.2, 1.2, -0.5], [1.3, -1.8, -0.9], [-1.9, 3.1, 1.2], [0.7, -1.2, -0.3]], "homo_ha": -0.32405, "total_charge": 0, "energy_ha": -1182.7820}

(4)
{"formula": "C5H14NS", "method": "the ωB97M-V functional and the def2-TZVPD basis", "elements": ["C", "C", "S", "H", "H", "H", "H", "H", "H", "C", "C", "C", "N", "H", "H", "H", "H", "H", "H", "H", "H"], "positions_angstrom": [[2.2522, -0.2237, 0.1167], [2.0573, 0.8778, 1.1306], [0.7942, 2.1501, 0.6962], [2.4041, 0.1568, -0.9000], [1.4344, -0.9428, 0.0909], [3.1481, -0.7950, 0.3651], [1.7901, 0.4494, 2.0979], [2.9587, 1.4564, 1.3206], [1.4988, 2.7086, -0.3202], [-2.3235, -2.9573, 0.1382], [-1.6412, -1.6330, -0.0205], [-1.7167, -0.9630, -1.1613], [-0.8559, 0.1958, -1.4286], [-2.5726, -3.4181, -0.8176], [-1.6921, -3.6673, 0.6710], [-3.2525, -2.8664, 0.7030], [-1.0743, -1.2604, 0.8256], [-2.3081, -1.3029, -1.9984], [-0.3798, 0.5855, -0.5816], [-0.1236, -0.0419, -2.1018], [-1.3629, 1.0044, -1.8061]], "atomic_forces_ev_per_a": [[0.4, -0.1, -0.4], [0.0, 0.4, 0.3], [0.2, -0.4, -0.2], [0.0, 0.1, 0.1], [-0.2, 0.0, 0.1], [0.0, 0.0, 0.0], [-0.3, 0.2, 0.0], [0.2, -0.2, -0.2], [-0.2, -0.2, 0.3], [-0.3, -0.1, 0.1], [-0.2, -0.2, -0.4], [0.3, -0.5, 0.3], [-0.2, 0.6, 0.1], [0.0, 0.2, -0.1], [0.1, 0.1, 0.1], [0.1, 0.1, 0.1], [0.1, 0.1, -0.1], [0.1, 0.1, -0.2], [0.0, -0.1, 0.0], [0.0, 0.0, 0.0], [-0.1, -0.2, -0.1]], "homo_ha": -0.48886, "total_charge": 1, "energy_ha": -651.5791}

(5)
{"formula": "C6H15N2P2", "method": "the ωB97M-V functional and the def2-TZVPD basis", "elements": ["C", "C", "C", "C", "C", "C", "N", "N", "P", "P", "H", "H", "H", "H", "H", "H", "H", "H", "H", "H", "H", "H", "H", "H", "H"], "positions_angstrom": [[3.9502, -1.5046, -0.4099], [-2.6357, -2.2103, -0.1671], [0.8755, 0.2968, 1.2811], [2.2080, 0.3602, 0.6091], [-0.1272, 1.0604, 0.2937], [-1.1666, 0.0217, 0.3124], [0.1938, 1.1401, -1.0622], [-2.9821, 1.2132, -0.5501], [2.5494, -0.8734, -0.8393], [-1.4333, -1.4529, -0.9643], [4.3277, -2.3153, -0.9886], [4.6443, -1.3073, 0.4303], [-3.0643, -3.0113, -0.6475], [-3.0843, -1.9091, 0.8405], [0.7691, 0.9295, 2.2658], [0.3886, -0.6741, 1.4586], [2.9541, 0.1916, 1.3141], [2.3380, 1.3059, 0.1342], [-0.3536, 2.0718, 0.7139], [-1.7378, -0.1042, 1.1693], [0.5964, 0.2645, -1.4208], [0.5084, 2.0199, -1.4333], [-2.7432, 2.1584, -0.2233], [-2.9289, 1.3288, -1.5890], [-4.0463, 0.9998, -0.5277]], "atomic_forces_ev_per_a": [[2.4, -0.9, 1.4], [-0.2, 2.1, 2.9], [-1.6, 2.1, 0.9], [-0.1, -1.4, -1.3], [-1.5, -0.3, 0.2], [-1.1, 0.1, -1.3], [0.6, 0.3, -1.7], [-1.4, -0.1, -1.7], [-2.0, 1.0, 0.7], [1.1, 1.5, 0.3], [0.3, -0.4, -0.8], [-0.8, 0.2, -0.4], [-1.0, -1.9, -0.9], [0.7, -0.5, -1.6], [0.5, -1.5, -1.7], [1.0, -0.4, 0.4], [1.5, -0.2, 1.2], [0.2, 0.9, 0.0], [-0.2, -1.0, -0.3], [-0.9, -0.3, 1.8], [-0.1, 1.2, -0.4], [0.5, -0.3, -0.1], [-0.7, -0.4, 0.2], [0.7, -0.3, 0.9], [2.2, 0.6, 1.0]], "homo_ha": -0.46408, "total_charge": 1, "energy_ha": -1029.3964}

(6)
{"formula": "C5H8BrNO2", "method": "the ωB97M-V functional and the def2-TZVPD basis", "elements": ["C", "C", "C", "C", "N", "Br", "H", "H", "H", "H", "H", "H", "H", "H", "O", "C", "O"], "positions_angstrom": [[0.3916, -0.6613, -2.0487], [0.2447, -0.3232, -0.6170], [1.2160, 0.4897, 0.1809], [-0.3999, -1.3690, 0.2504], [-1.1202, -0.2443, -0.1282], [-2.6646, -0.2955, -1.2240], [0.6557, -0.0623, -2.9113], [-0.4769, -1.1439, -2.5635], [1.0745, -1.5514, -2.1346], [1.6951, 1.4852, -0.1510], [2.1075, -0.2306, 0.4961], [0.8078, 0.9223, 1.1481], [-0.7512, -2.3416, -0.1777], [-0.0777, -1.2536, 1.3252], [-1.6541, 1.3259, 2.7742], [-0.9178, 2.2042, 2.8438], [-0.1305, 3.0492, 2.9373]], "atomic_forces_ev_per_a": [[0.7, -3.5, -2.4], [-1.0, 0.0, -0.4], [2.9, 1.5, 1.8], [0.4, -1.8, 0.6], [-2.0, 3.1, 0.5], [0.7, -0.3, 0.3], [0.6, 1.4, 0.8], [-0.1, 0.4, 1.3], [0.0, 0.9, 0.1], [-0.7, -1.8, -0.7], [-1.7, 1.6, -0.7], [-0.1, -1.3, -1.0], [0.8, 0.7, 0.6], [-0.6, -1.0, -1.0], [-0.8, -0.6, -0.1], [0.7, 0.3, 0.2], [0.0, 0.3, -0.1]], "homo_ha": -0.32233, "total_charge": 0, "energy_ha": -2974.4880}